The following is a quantum chemistry calculation of a molecular structure, C8H22B4NO11PS2, from the Open Molecules 2025 dataset.

For the HOMO energy, the calculation gives -0.3639 Eh. The value obtained for the gap between HOMO and LUMO is 0.3559 hartree.

Geometry (Å):
H: 2.596 -6.776 3.943
C: -4.614 3.766 -1.808
O: 1.186 -0.518 -2.845
H: 4.396 -4.260 1.692
O: 0.719 1.987 -3.181
H: -2.031 2.298 2.229
H: 4.409 -4.322 4.146
S: 2.108 -4.131 2.323
O: 2.312 -2.711 2.476
C: -4.385 3.055 -4.134
C: 1.659 -4.826 3.920
B: -0.327 1.466 1.625
H: -5.000 4.495 -1.100
H: -4.369 1.985 -3.919
H: 0.183 2.257 -2.422
H: -2.815 4.524 -4.549
H: 0.581 -0.649 -2.108
H: 0.707 -5.339 3.815
H: 1.558 -3.997 4.616
C: -2.984 3.647 -3.929
H: 3.569 -5.839 1.617
H: 4.898 -5.955 3.697
C: -5.332 3.762 -3.154
O: 2.324 1.091 1.750
P: 1.875 0.946 -2.810
H: -2.192 2.922 -4.093
O: 3.274 0.509 -0.338
N: -1.371 2.458 1.472
O: 3.007 0.982 -3.733
C: 4.083 -5.236 3.645
C: 2.805 -5.770 4.309
H: -1.874 2.270 0.608
O: -2.022 3.362 -1.447
O: -2.788 5.624 -2.187
S: -2.924 4.194 -2.217
H: -6.296 3.262 -3.086
H: -4.602 2.775 -1.357
H: 2.908 -5.831 5.391
O: 1.226 -4.632 1.301
H: 3.064 -0.987 1.323
O: -0.583 0.303 2.366
B: 2.939 0.125 0.963
B: 1.275 1.651 1.027
O: 1.639 2.214 -0.208
B: 2.317 1.270 -0.952
H: -4.710 3.175 -5.166
H: -5.508 4.788 -3.482
H: -0.593 -0.456 1.775
C: 3.705 -4.929 2.199

***

The following is a quantum chemistry calculation of 2 unconnected molecules or ions with the total composition C8H22BBrNO4S, from the Open Molecules 2025 dataset.

Its charge is -1. For the HOMO energy, the calculation gives -0.2024 Eh. The value obtained for the gap between HOMO and LUMO is 0.2991 hartree.

Geometry (Å):
H: 1.170 0.924 0.953
H: 3.934 -3.792 0.419
H: -1.881 3.257 -2.207
C: -1.100 -3.419 0.113
H: 0.158 0.674 -3.168
C: 0.470 0.199 1.376
H: -2.387 1.385 2.007
H: 0.673 4.615 -1.132
C: 2.886 -3.273 0.552
C: -0.126 1.375 -2.374
Br: 2.415 -6.321 0.623
H: -0.661 -2.458 -0.419
H: -0.922 4.481 -3.003
H: 2.793 -2.666 1.548
B: 1.743 -4.436 0.333
H: -2.132 2.427 -0.222
O: 0.014 2.694 -2.881
N: -0.261 3.337 0.195
H: -2.145 -3.243 0.621
H: -0.793 1.966 2.501
C: -0.862 3.653 -2.287
H: -2.136 3.619 1.094
S: 0.193 -4.099 1.344
O: 0.369 -3.026 2.447
H: -1.155 -4.255 -0.738
H: 1.427 -4.385 -0.821
H: 0.343 2.560 -0.056
H: 0.570 0.172 2.464
H: -0.954 5.110 -0.685
H: 0.566 1.218 -1.547
C: -1.560 2.812 0.627
O: -0.864 0.497 0.986
H: 0.726 -0.788 0.980
C: -1.394 1.662 1.634
C: -0.344 4.241 -0.957
H: 2.725 -2.482 -0.327
H: -1.152 1.148 -2.071
O: -0.346 -5.385 2.076

***

The following is a quantum chemistry calculation of 2 unconnected molecules or ions with the total composition C8H22BClIN3O3P, from the Open Molecules 2025 dataset.

Its charge is -1. For the HOMO energy, the calculation gives -0.1663 Eh. The value obtained for the gap between HOMO and LUMO is 0.2057 hartree.

Geometry (Å):
H: 0.031 2.471 0.808
C: -1.433 0.727 -4.184
C: -2.714 -0.012 -3.458
H: -2.535 -1.047 -2.922
B: -3.616 1.261 -5.151
C: 0.474 1.872 0.004
H: 2.505 -0.737 -0.134
H: 1.292 0.462 5.049
C: -0.520 -2.776 1.856
H: 1.044 -0.634 -1.148
H: 1.890 -2.667 0.658
H: 3.012 1.013 1.996
H: 1.892 2.266 2.611
O: -2.135 1.517 -5.246
H: -0.132 -0.345 4.411
H: -0.261 -3.673 2.429
H: -0.309 1.655 -0.728
C: 2.306 1.267 2.793
N: 0.512 -1.748 1.973
H: -0.681 -3.067 0.812
C: 1.812 -2.331 1.698
H: 1.988 -3.203 2.339
I: -0.163 -0.646 -5.332
P: 0.051 -0.136 1.682
H: 1.234 2.504 -0.473
N: 1.069 0.646 0.551
N: 1.259 0.257 2.929
H: -1.473 -2.417 2.268
O: -3.597 -0.164 -4.662
C: 1.740 -0.067 -0.524
H: 2.298 0.623 -1.169
H: 2.918 1.320 3.701
H: -3.106 0.772 -2.648
O: -0.999 -0.478 0.597
Cl: -0.586 2.127 -3.243
H: 2.636 -1.645 1.910
H: -4.079 1.967 -4.331
H: 0.027 1.409 4.220
H: -4.228 1.193 -6.156
C: 0.580 0.464 4.216

***

The following is a quantum chemistry calculation of a molecular structure, C8H22BrFeN2O2, from the Open Molecules 2025 dataset.

As for the spin multiplicity: 6. Its charge is +2. For the HOMO energy (alpha / beta), the calculation gives -0.3631 / -0.5413 Eh. As for the expectation value of S²: 8.7633. The value obtained for the gap between HOMO and LUMO (alpha / beta) is 0.0965 / 0.2324 hartree.

Geometry (Å):
H: -0.788 5.609 0.981
O: -1.575 -2.085 0.903
H: 0.665 -5.396 -1.028
H: 0.906 -3.800 -1.842
Br: -0.160 -2.256 -4.395
H: -1.030 -2.320 2.864
C: 1.423 6.958 2.449
N: -2.206 -3.861 -1.141
O: 1.284 6.076 1.548
H: -2.769 -3.593 -0.329
C: -0.928 -4.074 -0.486
H: -2.700 -4.676 -1.566
H: -1.115 -4.841 0.211
N: 1.044 1.575 -2.470
C: -0.177 5.209 1.781
C: 0.128 -4.591 -1.612
H: 0.261 -3.272 0.961
H: 1.216 0.601 -2.247
H: 1.714 2.084 0.686
H: 3.264 0.739 -0.442
H: 2.938 2.542 -0.435
H: 0.857 7.113 3.308
H: 0.168 4.206 1.732
Fe: -1.428 -2.493 -2.606
H: 2.354 7.575 2.589
H: -2.792 -1.764 2.601
H: -2.245 -3.488 2.278
H: -0.283 -5.100 -2.469
C: -1.943 -2.419 2.208
H: 0.650 1.804 -3.357
H: 1.022 3.406 -1.508
C: -0.489 -2.863 0.283
C: 2.103 1.770 -0.348
H: -0.023 -2.234 -0.405
H: -0.640 5.504 2.791
C: 1.295 2.354 -1.490

***

The following is a quantum chemistry calculation of a molecular structure, C8H22BrMgN2O2, from the Open Molecules 2025 dataset.

Its charge is +1. For the HOMO energy, the calculation gives -0.4343 Eh. The value obtained for the gap between HOMO and LUMO is 0.1906 hartree.

Geometry (Å):
H: -23.093 -2.689 16.177
H: -23.233 -1.795 13.392
N: -23.197 -2.556 14.055
Br: -23.185 -1.048 12.168
H: -21.593 -0.866 15.429
H: -26.805 -1.989 14.355
H: -29.778 -0.319 15.231
H: -27.419 -2.890 10.639
O: -25.478 -1.604 16.853
N: -25.382 -2.117 12.048
C: -23.415 -1.999 15.397
H: -27.483 -2.363 16.711
H: -26.251 -0.376 13.823
H: -22.889 0.066 14.744
H: -27.524 -3.581 12.045
O: -28.329 -0.753 13.795
H: -22.930 -0.147 16.461
H: -22.241 -2.878 14.099
H: -25.247 -2.927 12.636
H: -25.476 -2.714 15.155
C: -26.923 -1.486 17.036
C: -22.656 -0.649 15.533
C: -26.964 -1.180 13.642
C: -24.984 -1.823 15.545
C: -26.730 -1.542 12.205
H: -28.772 -2.387 11.758
H: -28.184 0.242 15.586
H: -27.100 -1.359 18.104
H: -28.631 -1.518 15.831
C: -27.706 -2.584 11.645
H: -25.259 -1.058 14.819
H: -24.743 -1.463 12.476
C: -28.732 -0.624 15.215
H: -26.724 -0.679 11.541
Mg: -23.514 -1.398 10.237
H: -27.317 -0.578 16.577

***

The following is a quantum chemistry calculation of a molecular structure, C8H22CdFN2O6S, from the Open Molecules 2025 dataset.

Its charge is -1. For the HOMO energy, the calculation gives -0.0847 Eh. The value obtained for the gap between HOMO and LUMO is 0.1615 hartree.

Geometry (Å):
H: -4.309 1.317 -1.995
H: -3.584 -1.075 -1.035
H: 1.160 1.997 1.989
H: -2.796 1.416 -2.870
C: 3.250 2.568 0.510
H: 3.390 0.022 -0.374
C: -2.559 -0.716 -1.169
H: 3.454 3.326 -0.249
H: 2.686 0.843 -1.745
C: -3.255 1.584 -1.889
H: 2.242 0.958 2.033
O: 1.427 -3.239 3.434
O: -1.724 -1.436 -0.275
C: -2.535 0.773 -0.820
H: 2.769 -2.091 -1.103
H: -1.204 2.292 -0.440
C: 2.467 0.498 -0.725
N: 1.437 1.181 1.439
S: 0.579 -2.063 3.201
H: -0.793 1.394 -1.642
O: 1.446 -0.509 -0.776
Cd: -0.139 -0.113 0.707
O: 0.672 -1.698 1.731
F: -1.413 0.421 2.346
C: 1.872 -1.622 -1.513
H: -3.022 0.936 0.143
H: -1.261 -3.256 0.478
H: 1.098 -2.389 -1.525
C: -2.107 -2.773 -0.008
O: -0.834 -2.241 3.636
O: 0.956 -0.840 3.995
N: -1.136 1.306 -0.682
H: -2.223 -0.925 -2.195
H: 2.017 -1.349 -2.569
H: -2.922 -2.814 0.720
H: 3.030 3.089 1.440
H: 1.274 2.250 -0.368
C: 2.036 1.678 0.164
H: 4.127 1.933 0.628
H: -3.198 2.655 -1.689
H: -2.375 -3.287 -0.938

***

The following is a quantum chemistry calculation of a molecular structure, C8H22ClN2O2Pd, from the Open Molecules 2025 dataset.

As for the spin multiplicity: 3. Its charge is +1. For the HOMO energy (alpha / beta), the calculation gives -0.4068 / -0.4068 Eh. As for the expectation value of S²: 2.0057. The value obtained for the gap between HOMO and LUMO (alpha / beta) is 0.2539 / 0.1123 hartree.

Geometry (Å):
H: -3.066 -2.308 -0.636
H: -4.491 -4.301 -1.116
H: -3.236 -4.007 -2.119
C: 0.690 5.369 -1.182
C: 2.859 2.594 -0.358
H: 2.659 4.671 0.090
C: -0.721 -1.415 0.476
H: 1.498 6.025 -1.513
H: 2.648 0.514 -1.059
H: -3.197 -2.831 1.889
H: 3.228 1.790 1.515
H: 1.366 1.006 0.026
C: -2.920 -3.310 -0.216
H: 0.176 5.672 -0.267
C: 2.000 1.351 -0.795
H: 1.402 3.633 0.877
H: -0.908 -3.650 -1.021
H: -0.141 -0.821 1.179
O: 1.147 4.029 -1.125
H: -4.679 -3.129 1.059
Cl: 2.111 -0.182 2.838
C: -3.634 -3.452 1.103
N: -3.481 -4.282 -1.177
C: 1.995 3.805 -0.033
O: -0.742 -2.772 0.812
Pd: 3.150 -2.381 3.031
H: -3.651 -4.476 1.482
C: -1.452 -3.633 -0.064
H: -0.174 -1.340 -0.488
N: 3.704 2.164 0.682
H: 1.352 1.604 -1.632
H: 4.272 1.391 0.320
H: -0.075 5.432 -1.957
H: 3.426 2.842 -1.264
H: -1.414 -4.638 0.356
H: -1.699 -0.965 0.290

***

Calculated values (eV) of electronic energy for the records, taken in order: -66339.310 -99886.863 -49851.997 -120134.323 -91199.769 -42034.538 -31719.423.
Calculated values (Eh/bohr) of maximum force for the records, taken in order: 0.02671 0.12808 0.14903 0.12629 0.25549 0.09310 0.05362.